Entry 1:
The following is a quantum chemistry calculation of a molecular structure, C6H6, from the Open Molecules 2025 dataset.

Each line ends with the Löwdin charge.
CARTESIAN COORDINATES (ANGSTROEM)
1 C 0.65234 1.15837 -0.87631  -0.06
2 C -0.03698 0.48319 0.32061  -0.37
3 C -1.23123 -0.29416 -0.05758  -0.12
4 C -2.08577 -1.10974 -0.28671  0.14
5 C 0.83984 -0.51330 0.99793  -0.18
6 C 1.58922 -1.35205 1.56871  0.08
7 H 0.96885 0.41055 -1.60745  0.09
8 H -0.03682 1.85744 -1.35908  0.08
9 H 1.53395 1.71219 -0.54015  0.09
10 H -0.32003 1.25217 1.05136  0.15
11 H -2.82964 -1.85218 -0.47289  0.04
12 H 0.49304 -1.71362 1.02996  0.07

Values from the calculation:
F_max in eV Å⁻¹: 0.7
Frontier orbital gap in hartree: 0.414
ΔE to the lowest compared entry with this formula, charge and spin in kJ/mol: 560.5

---

Entry 2:
The following is a quantum chemistry calculation of a molecular structure, C6H6 in a non-equilibrium geometry, from the Open Molecules 2025 dataset.

Each line ends with the Löwdin charge.
CARTESIAN COORDINATES (ANGSTROEM)
1 C 1.75187 -0.53788 0.12599  0.04
2 C 1.01057 0.45424 -0.49639  -0.18
3 C -0.24868 0.13647 -1.22309  -0.12
4 C 0.38487 -0.34071 1.23117  -0.07
5 C 0.27682 1.03417 0.74167  -0.19
6 C -0.81643 0.10504 0.17391  -0.13
7 H 2.00147 -1.53738 -0.23609  0.06
8 H -0.65971 0.87263 -1.97190  0.13
9 H -0.19703 -0.77579 -1.71133  0.08
10 H 0.13840 -0.51026 2.34156  0.13
11 H 0.22034 1.97224 1.20776  0.12
12 H -1.89466 0.05781 0.42252  0.13

Values from the calculation:
F_max in eV Å⁻¹: 3.6
Frontier orbital gap (spin up / spin down) in hartree: 0.306 / 0.306
ΔE to the lowest compared entry with this formula, charge and spin in kJ/mol: 708.9

---

Entry 3:
The following is a quantum chemistry calculation of a molecular structure, C6H6AsN4O2ReS6 in a non-equilibrium geometry, from the Open Molecules 2025 dataset.

Each line ends with the Löwdin charge.
CARTESIAN COORDINATES (ANGSTROEM)
1 Re -3.21130 0.39602 12.68861  0.51
2 S -2.48383 -0.09316 14.70575  0.76
3 C -1.55109 1.14455 15.42678  -0.59
4 C -1.08918 0.82947 16.77300  -0.22
5 N -0.75039 0.51654 17.80201  0.24
6 C -1.58887 2.38213 14.81130  -0.63
7 S -2.42163 2.49685 13.31558  0.82
8 C -1.08495 3.53224 15.44510  -0.22
9 N -0.79020 4.41195 16.10801  0.27
10 C -7.00961 3.30308 11.45432  0.07
11 O -7.04491 1.92878 11.98699  0.07
12 C -5.98318 1.28129 12.29238  -0.58
13 O -4.83092 1.76569 12.20372  -0.16
14 N -6.17486 0.04660 12.69000  0.10
15 N -5.06143 -0.69416 13.12812  -0.06
16 H -6.33656 3.94976 11.98094  0.10
17 H -8.04768 3.63992 11.42519  0.12
18 H -6.59156 3.23096 10.46394  0.09
19 H -7.10534 -0.33151 12.82590  0.20
20 H -4.97861 -1.62539 12.66867  0.14
21 H -5.06216 -0.81079 14.14317  0.12
22 S -1.98043 1.65041 8.07302  0.04
23 As -3.97594 0.90261 8.48985  0.45
24 S -1.59529 -0.35167 11.47180  0.25
25 S -3.33871 -0.75705 10.35655  0.01
26 S -2.67510 -0.03688 6.91842  0.10

Values from the calculation:
F_max in eV Å⁻¹: 3.9
Frontier orbital gap (spin up / spin down) in hartree: 0.235 / 0.235
ΔE to the lowest compared entry with this formula, charge and spin in kJ/mol: 0.0
Total charge: +2

---

Entry 4:
The following is a quantum chemistry calculation of a molecular structure, C6H6AuCl2InN2O3S in a non-equilibrium geometry, from the Open Molecules 2025 dataset.

Each line ends with the Löwdin spin population.
CARTESIAN COORDINATES (ANGSTROEM)
1 In 4.73215 -0.94123 -0.81720  0.02
2 Au -0.23605 -0.37606 -0.87173  0.00
3 Cl 4.33837 0.50022 1.00027  0.02
4 Cl 5.41628 -3.20043 -0.30390  0.94
5 C -0.48352 -1.02774 -2.68829  0.00
6 C 5.93515 0.93192 -1.84874  0.00
7 C 4.25776 -1.94920 -3.08676  0.01
8 O -0.58378 -1.46229 -3.74798  0.00
9 O 6.41137 1.96443 -1.86561  0.00
10 O 4.27431 -2.69641 -3.94925  0.01
11 S 0.13440 0.53785 1.26956  0.07
12 C -1.52712 0.83596 1.58611  -0.02
13 N -2.34669 1.57794 0.81139  0.30
14 C -3.72595 1.11423 0.91328  0.06
15 C -3.69195 0.18112 2.11775  0.07
16 N -2.28498 0.17934 2.48743  0.38
17 H -1.99131 2.08291 -0.00082  0.00
18 H -3.98833 0.56653 0.00246  0.03
19 H -4.40990 1.95803 1.03465  0.03
20 H -3.97311 -0.84674 1.87189  0.04
21 H -4.35604 0.53620 2.90702  0.04
22 H -1.90106 -0.46660 3.17846  0.00

Values from the calculation:
F_max in eV Å⁻¹: 5.1
Frontier orbital gap (spin up / spin down) in hartree: 0.255 / 0.119
2S+1: 3
Total charge: +4

---

Entry 5:
The following is a quantum chemistry calculation of C6H6BrF3N2O2 in the gas phase in a non-equilibrium geometry, from the Open Molecules 2025 dataset.

Each line ends with the Löwdin charge.
CARTESIAN COORDINATES (ANGSTROEM)
1 C -1.15861 1.11528 -0.04735  -0.52
2 C 1.19971 1.10747 -1.05795  -0.60
3 C 0.11076 -0.95630 -1.09376  0.16
4 C -1.13327 0.33510 1.18797  -0.54
5 C 2.48409 -0.81385 -0.21783  0.05
6 C -2.38209 -0.51321 1.50640  -0.59
7 N 0.10422 1.74421 -0.69693  0.19
8 N 1.17654 -0.30980 -0.90174  -0.04
9 O -2.13311 1.29735 -0.74901  0.04
10 O 2.18814 1.61667 -1.45522  0.13
11 F -3.43529 0.29360 1.80948  0.12
12 F -2.73097 -1.30518 0.39489  0.06
13 F -2.17274 -1.41397 2.48221  0.09
14 Br 0.37530 0.29479 2.34834  0.76
15 H -0.08552 -1.97880 -0.84255  0.13
16 H -0.67939 -0.51614 -1.64889  0.11
17 H 2.61781 0.05444 0.39817  0.06
18 H 2.30837 -1.73024 0.36566  0.10
19 H 3.13887 -1.10442 -1.05282  0.11
20 H 0.20719 2.78301 -0.72908  0.19

Values from the calculation:
F_max in eV Å⁻¹: 2.8
Frontier orbital gap (spin up / spin down) in hartree: 0.246 / 0.246
ΔE to the lowest compared entry with this formula, charge and spin in kJ/mol: 1.8

---

Entry 6:
The following is a quantum chemistry calculation of a molecular structure, C6H6BrF3O6SSn in a non-equilibrium geometry, from the Open Molecules 2025 dataset.

Each line ends with the Löwdin charge.
CARTESIAN COORDINATES (ANGSTROEM)
1 O 3.87110 -0.10365 0.98061  0.11
2 C 3.17140 -0.71789 0.27827  -0.81
3 Br 3.86623 -1.37102 -1.41671  0.82
4 C 1.69113 -0.93668 0.76114  -0.05
5 C 0.59742 -0.34661 -0.22730  -0.34
6 O 1.32630 0.58973 -1.11767  -0.41
7 S 1.27850 2.08409 -0.26079  0.74
8 O 0.73283 2.94458 -1.28844  -0.21
9 O 2.51851 2.56142 0.20524  -0.08
10 O 0.25833 1.64711 1.00112  -0.07
11 C -0.53222 0.62497 0.38520  -0.30
12 C -1.72346 -0.04830 1.16391  -0.01
13 O -3.00805 -0.04661 0.49516  0.11
14 C -3.08792 -0.87769 -0.58978  -0.59
15 F -2.54668 -0.33260 -1.81795  -0.09
16 F -2.53037 -2.08099 -0.42188  0.21
17 F -4.36677 -1.07870 -0.84966  0.25
18 H 1.56976 -0.42957 1.75176  0.15
19 H 1.52835 -2.02357 0.96859  0.15
20 H 0.17504 -1.27256 -0.71247  0.16
21 H -0.91891 1.17918 -0.55427  0.03
22 H -1.86216 0.55288 2.09850  0.18
23 H -1.41318 -1.06309 1.51703  0.17
24 Sn -0.59519 0.54557 -2.34962  1.87

Values from the calculation:
F_max in eV Å⁻¹: 4.4
Frontier orbital gap in hartree: 0.230
Total charge: +2

---

Entry 7:
The following is a quantum chemistry calculation of C6H6Cl2NP in the gas phase in a non-equilibrium geometry, from the Open Molecules 2025 dataset.

Each line ends with the Löwdin charge.
CARTESIAN COORDINATES (ANGSTROEM)
1 C -0.44898 -1.72357 1.29325  -0.30
2 C 1.15532 0.12744 1.62807  -0.18
3 C 0.67668 -1.20220 1.90626  -0.57
4 C -0.81649 -1.49420 -0.01317  -0.66
5 C 0.33588 1.92022 0.21378  -0.28
6 C -0.13644 0.91347 -2.31317  -0.39
7 N 0.79211 0.93044 0.73959  0.02
8 P 0.18845 2.47910 -1.43193  0.81
9 Cl 1.34177 -2.03803 3.33814  0.64
10 Cl -2.23395 -1.94444 -0.63218  0.69
11 H -0.96747 -2.62463 1.78474  0.11
12 H 2.06078 0.24276 2.03323  0.07
13 H 0.69377 0.61207 -3.01271  0.05
14 H -1.04070 0.74289 -2.99854  0.07
15 H -0.40043 0.22036 -1.50462  -0.05
16 H -1.20031 2.83832 -1.03075  -0.02

Values from the calculation:
F_max in eV Å⁻¹: 5.4
Frontier orbital gap (spin up / spin down) in hartree: 0.226 / 0.240
ΔE to the lowest compared entry with this formula, charge and spin in kJ/mol: 698.2

---

Entry 8:
The following is a quantum chemistry calculation of C6H6Cl4O in the gas phase in a non-equilibrium geometry, from the Open Molecules 2025 dataset.

Each line ends with the Löwdin charge.
CARTESIAN COORDINATES (ANGSTROEM)
1 Cl -1.70175 1.76372 -0.76905  0.62
2 C 0.07616 1.90247 -0.58375  -1.11
3 Cl 0.63471 3.25407 0.45599  0.59
4 C 0.88418 1.58970 -1.85155  -0.09
5 C 0.94761 0.63904 -0.62113  -0.31
6 O 0.29142 -0.61087 -0.73646  -0.10
7 C 0.26479 -1.33865 0.49328  -0.33
8 C -0.61400 -0.85686 1.63833  -0.10
9 C -1.05071 -2.05860 0.78745  -1.06
10 Cl -2.43589 -1.85046 -0.37031  0.60
11 Cl -0.84980 -3.70166 1.53371  0.58
12 H 1.70493 2.24629 -2.08607  0.10
13 H 0.31417 1.27019 -2.74622  0.12
14 H 1.88522 0.62522 -0.06119  0.15
15 H 1.15634 -1.90148 0.76559  0.14
16 H -1.21726 0.05769 1.48251  0.10
17 H -0.29011 -1.02981 2.66885  0.11

Values from the calculation:
F_max in eV Å⁻¹: 1.8
Frontier orbital gap in hartree: 0.390
Structure (SMILES): ClC1(Cl)C[C@@H]1O[C@H]1CC1(Cl)Cl